Arrangement a

Here is an isolated molecule of C3H8N2O2 from the Open Molecules 2025 dataset. Energies are from ωB97M-V with the def2-TZVPD basis set.

- HOMO (eV) = -9.4
- LUMO (eV) = 0.9
- orbital gap (eV) = 10.25

The geometry in XYZ format:
```
15
Properties=species:S:1:pos:R:3:lowdin_charge:R:1
H -1.932 1.256 0.048 0.14
H 0.938 0.380 1.816 0.10
H 1.332 0.651 -1.443 0.10
H -0.313 -0.914 -1.511 0.13
C 0.093 -0.785 -0.511 -0.23
H -0.343 -2.860 -0.265 0.07
H -0.429 -1.957 1.226 0.08
H -0.027 3.026 -0.750 0.09
N -1.030 1.388 -0.417 0.00
C 0.135 -2.052 0.296 -0.05
O -0.780 2.780 -0.194 -0.06
O 0.034 0.591 1.557 0.04
N 1.189 0.285 -0.511 0.13
C -0.037 0.532 0.156 -0.61
H 1.169 -2.321 0.502 0.08
```

---

Arrangement b

Here is an isolated molecule of C3H8N2O2 from the Open Molecules 2025 dataset. Energies are from ωB97M-V with the def2-TZVPD basis set.

- HOMO (eV) = -9.8
- LUMO (eV) = 0.7
- orbital gap (eV) = 10.50

The geometry in XYZ format:
```
15
Properties=species:S:1:pos:R:3:lowdin_charge:R:1
C -0.629 0.505 -0.032 -0.43
H -2.417 -0.798 1.155 0.12
N 0.770 0.711 0.167 0.01
O 1.554 -0.133 -0.541 -0.21
H 0.969 1.631 -0.054 0.11
H 2.949 0.707 0.774 0.15
N -2.329 -1.057 0.122 0.02
H 2.431 -1.311 1.109 0.13
H -0.524 -1.544 0.377 0.09
H -0.597 -0.926 -1.236 0.17
O -1.439 1.452 0.037 0.06
C 2.684 -0.432 0.278 -0.09
H 3.467 -0.944 -0.238 0.05
H -2.830 -0.260 -0.264 0.07
C -0.964 -0.854 -0.183 -0.25
```

---

Quick one: least stable of them? arrangement b

---

Arrangement a

Here is an isolated molecule of C3H8N2O2 from the Open Molecules 2025 dataset. Energies are from ωB97M-V with the def2-TZVPD basis set.

- HOMO (eV) = -9.5
- LUMO (eV) = 0.8
- orbital gap (eV) = 10.33

The geometry in XYZ format:
```
15
Properties=species:S:1:pos:R:3:lowdin_charge:R:1
H 1.379 -0.376 -2.316 0.09
C 0.363 -0.775 0.086 -0.17
H 1.913 -1.847 -0.600 0.11
H -0.201 -1.354 -0.698 0.12
C -1.244 0.735 1.075 -0.61
H -3.266 1.235 0.905 0.10
O -1.182 0.231 2.174 0.06
O 1.977 -0.014 -1.661 -0.05
N -0.271 0.605 0.071 0.03
C 1.773 -0.760 -0.483 -0.29
H 0.618 1.089 0.029 0.12
H 2.615 -0.468 0.163 0.13
H 0.192 -1.238 1.057 0.11
H -2.341 1.496 -0.404 0.09
N -2.325 1.441 0.602 0.15
```

---

Arrangement b

Here is an isolated molecule of C3H8N2O2 from the Open Molecules 2025 dataset. Energies are from ωB97M-V with the def2-TZVPD basis set.

- HOMO (eV) = -9.5
- LUMO (eV) = 0.8
- orbital gap (eV) = 10.29

The geometry in XYZ format:
```
15
Properties=species:S:1:pos:R:3:lowdin_charge:R:1
H 2.608 0.324 -0.014 0.12
H -0.120 1.621 0.250 0.13
O 1.775 1.650 -1.393 -0.07
H -2.139 -1.350 -1.329 0.10
N -2.274 -1.106 -0.359 0.16
H 0.680 -1.111 -0.342 0.12
C 1.885 1.142 -0.056 -0.25
H 2.416 1.184 -1.945 0.08
N -0.038 -0.395 -0.277 0.02
O -1.143 -1.260 1.593 0.07
C -1.155 -0.980 0.420 -0.60
H 2.268 1.959 0.563 0.11
H -3.013 -1.622 0.096 0.10
C 0.521 0.746 0.448 -0.22
H 0.469 0.631 1.539 0.12
```

---

Quick one: least stable of them? arrangement a

---

Arrangement a

Here is a structure of composition C3H8N2O2 from the Open Molecules 2025 dataset. Energies are from ωB97M-V with the def2-TZVPD basis set.

- HOMO (eV) = -8.7
- LUMO (eV) = 0.1
- orbital gap (eV) = 8.80

The geometry in XYZ format:
```
15
Properties=species:S:1:pos:R:3:lowdin_charge:R:1
H -1.232 0.509 -1.667 0.11
H -1.999 -1.637 -1.235 0.08
N 1.647 0.935 -0.266 -0.06
H 0.182 -0.833 2.031 0.08
H 3.020 2.255 0.299 0.09
N 0.794 -0.058 1.815 0.21
C -0.893 0.143 -0.683 -0.38
C 1.114 0.254 0.679 -0.27
H -1.281 -1.741 0.349 0.06
O 3.022 1.344 -0.031 -0.06
H -0.245 -1.884 -1.061 0.08
H 0.323 0.744 -0.911 0.16
H -1.660 0.459 1.107 0.07
O -1.678 0.868 0.233 -0.08
C -1.113 -1.358 -0.661 -0.09
```

---

Arrangement b

Here is a cluster of 2 separate species, C3H8N2O2 in total from the Open Molecules 2025 dataset. Energies are from ωB97M-V with the def2-TZVPD basis set.

- HOMO (spin up / spin down) (eV) = -7.3 / -7.3
- LUMO (spin up / spin down) (eV) = 0.7 / 0.7
- orbital gap (spin up / spin down) (eV) = 8.00 / 8.00

The geometry in XYZ format:
```
15
Properties=species:S:1:pos:R:3:lowdin_charge:R:1
H -0.922 1.286 -0.798 0.08
C -0.286 1.579 1.115 -0.33
C 0.358 -1.383 -1.392 -0.23
H -1.046 -2.493 -0.263 0.17
O 1.360 -0.483 -1.280 0.02
H -2.139 0.762 0.821 0.06
N -0.109 -2.037 -0.337 -0.13
C -1.301 1.205 0.274 -0.02
H 0.964 2.460 -0.145 0.16
H -0.331 1.506 2.272 0.14
N 0.135 -1.663 0.902 -0.03
H 0.987 -1.114 0.901 0.00
O 0.958 1.972 0.762 -0.06
H 1.335 -0.061 -0.418 0.05
H 0.036 -1.537 -2.411 0.12
```

---

Arrangement c

Here is an isolated molecule of C3H8N2O2 from the Open Molecules 2025 dataset. Energies are from ωB97M-V with the def2-TZVPD basis set.

- HOMO (eV) = -9.5
- LUMO (eV) = 0.7
- orbital gap (eV) = 10.20

The geometry in XYZ format:
```
15
Properties=species:S:1:pos:R:3:lowdin_charge:R:1
H -2.668 1.000 2.072 0.08
H -0.560 0.546 2.085 0.12
O 2.812 -0.481 -1.176 0.03
C -0.897 1.035 1.169 -0.23
N 0.953 -1.771 -1.356 0.15
O -2.345 1.093 1.166 -0.09
C -0.512 0.313 -0.117 -0.18
N 0.926 0.267 -0.233 0.06
C 1.623 -0.652 -0.943 -0.63
H -0.541 2.065 1.145 0.11
H -0.878 -0.700 -0.074 0.11
H 1.388 -2.355 -2.050 0.10
H -1.053 0.862 -0.894 0.13
H 0.242 -2.255 -0.839 0.09
H 1.510 1.033 0.046 0.14
```

---

Quick one: least stable of them? arrangement a